This record from the Open Molecules 2025 dataset describes a cluster of 5 separate species, C22H53Cl4N3 in total in a non-equilibrium geometry. The level of theory is the ωB97M-V functional and the def2-TZVPD basis.

Structure (XYZ):
```
82
C22H53Cl4N3, DFT the ωB97M-V functional and the def2-TZVPD basis
C 2.9361 -2.8167 2.9209
C 2.6127 -4.0149 3.9043
N 2.8535 -3.5674 5.3715
C 1.9095 -2.6192 5.9086
C 0.5763 -2.5741 5.5587
C 2.9876 -4.6779 6.2675
C 3.9075 -4.2509 7.4864
H 2.5588 -3.0117 1.7810
H 4.0099 -2.6686 2.7786
H 2.1744 -1.9997 2.8778
H 3.3967 -4.7047 3.8014
H 1.7037 -4.6288 3.6715
H 2.3963 -1.8810 5.3229
H 2.3948 -2.3380 6.9300
H 0.1832 -2.7111 4.6892
H 0.4206 -1.4225 5.6061
H -0.0185 -3.0125 6.3240
H 3.6878 -5.5164 5.8754
H 2.1280 -5.2981 6.4647
H 4.6391 -3.6115 7.1746
H 4.4906 -5.1408 7.8474
H 3.4075 -3.7357 8.1826
C 1.2576 0.0099 -8.2215
C 1.0013 1.2126 -7.3238
N 0.8195 0.8396 -5.9283
C 1.3040 1.6564 -4.8868
C 1.0948 2.9501 -5.0102
C -0.6416 0.5280 -5.6844
C -0.8753 -0.2552 -4.3780
H 0.2968 -0.5268 -8.4185
H 2.0391 -0.5296 -7.8845
H 1.8228 0.3366 -9.0828
H -0.0340 1.8442 -7.3870
H 1.9338 1.7851 -7.4985
H 2.3732 1.6704 -5.2105
H 1.3987 1.1979 -3.9348
H 1.0076 3.5299 -5.8444
H 1.8408 3.5014 -4.3760
H -0.0856 3.2484 -4.7022
H -0.8963 -0.0371 -6.4349
H -1.2489 1.4037 -5.8799
H -1.8938 -0.7943 -4.3024
H -0.7537 0.5262 -3.6240
H -0.2925 -1.0597 -4.1007
C -3.7953 -1.3305 -0.7497
C -3.1326 -0.0799 -1.2393
N -3.6259 1.0877 -0.4098
C -2.6606 2.2133 -0.3607
C -2.0705 2.6391 -1.4678
C -4.9063 1.5722 -0.8854
C -5.6357 2.4083 0.1951
H -3.3094 -1.6057 0.2382
H -3.6250 -2.3491 -1.2443
H -4.8711 -1.0412 -0.4467
H -3.5674 0.0817 -2.3688
H -2.1543 -0.1935 -1.3993
H -1.8571 1.7266 0.2963
H -2.9498 2.9487 0.3906
H -1.8977 2.1261 -2.4247
H -1.2071 3.1639 -1.3041
H -2.7877 3.2724 -1.8657
H -5.5785 0.7642 -1.1734
H -5.1046 2.0248 -1.7674
H -5.5061 1.9768 1.1219
H -6.7621 2.4079 -0.0341
H -5.2034 3.3337 0.3660
Cl 1.2741 1.8610 4.5239
C -0.2347 2.7082 4.3684
C -0.0431 3.8987 3.3985
Cl 0.2518 3.1308 1.8080
H -0.5795 3.2324 5.3327
H -0.9936 2.1604 4.0523
H 0.7279 4.6888 3.4996
H -0.9804 4.3591 3.2649
Cl 3.7285 1.3880 0.1233
C 2.6190 0.1242 -0.5127
C 1.3328 -0.0287 0.4075
Cl 0.4630 -1.5277 -0.2307
H 3.1723 -0.7616 -0.5274
H 2.2225 0.4281 -1.4094
H 0.5951 0.6631 0.4141
H 1.8279 -0.3080 1.3888
```

Computed properties:
SMILES: CCN(CC)CC.CCN(CC)CC.CCN(CC)CC.ClCCCl.ClCCCl
total energy: -78220.8209 eV
LUMO energy: 0.57 eV
E_HOMO: -8.05 eV
F_max: 11.95 eV/A
energy relative to the best compared isomer or geometry (same formula, charge and spin): 0.000 eV

Results of the Mulliken charge analysis, in e, for atoms 1 through 4: -0.9151 -0.6221 0.0869 -0.7076